# 1
Entry from the Open Molecules 2025 dataset: a molecular structure, C5H11N3 (the ωB97M-V functional and the def2-TZVPD basis).

Structure (XYZ):
```
19
Properties=species:S:1:pos:R:3:forces:R:3
C -1.03449 0.96027 1.29696 0.14 -0.21 -0.07
C -0.32599 -0.13724 0.52537 -0.51 0.95 -1.91
C -0.64905 -2.45068 0.70165 0.00 0.03 0.31
N -1.14023 -1.31015 0.48103 -0.44 -0.28 -0.41
N 1.00928 -0.32330 0.84201 1.77 -0.13 -1.23
H 1.41695 0.52086 1.22750 -0.14 -0.01 0.19
H -0.99785 0.73202 2.36443 0.02 0.02 0.04
H -0.55744 1.92261 1.12052 0.01 0.06 0.02
H -2.07749 1.00668 0.99622 -0.01 0.03 -0.02
H -1.30720 -3.30898 0.61761 -0.06 -0.06 0.00
H 0.37652 -2.62857 1.02675 0.10 0.13 -0.14
N 1.89389 0.49673 -1.52728 -0.81 0.39 -0.91
C 0.74150 1.08876 -1.64458 1.47 0.12 0.85
C -0.45424 0.35925 -1.36457 -0.33 -1.14 1.94
H 2.68569 1.12727 -1.63270 -0.15 0.14 0.06
H 1.60550 -0.45158 -0.07693 -1.12 -0.01 1.72
H 0.65922 2.18086 -1.68595 0.13 -0.04 -0.34
H -0.45271 -0.65956 -1.73277 -0.03 0.03 -0.20
H -1.39185 0.87474 -1.53525 -0.03 -0.02 0.08
```
Forces are in eV/Å.

## Properties
highest occupied orbital energy: -8.77 eV
HOMO-LUMO gap: 0.34777 Ha
2S+1: 1



# 2
Entry from the Open Molecules 2025 dataset: a molecular structure, C4H11ClIIrMn (the ωB97M-V functional and the def2-TZVPD basis).

Structure (XYZ):
```
19
Properties=species:S:1:pos:R:3:forces:R:3
Ir -0.03352 -1.54560 0.64611 0.33 -6.01 2.42
Cl 0.10959 -3.39179 2.22668 0.22 0.25 -0.88
C 1.70815 -0.57995 0.99910 1.06 0.49 -0.31
H 1.63081 0.05180 1.89945 0.29 -0.31 -0.66
H 2.08774 0.00361 0.13407 0.07 -0.30 0.55
H 2.37753 -1.43246 1.20344 -0.04 0.32 -0.14
Mn -0.28580 0.31266 -0.50985 0.89 0.99 -1.91
C -2.14206 0.40670 -0.23861 -1.89 0.25 -0.72
C 0.45484 -0.27196 -2.17311 -0.12 -1.22 -0.96
C 0.08399 2.00172 0.01289 0.09 3.93 2.25
H 1.28991 0.43409 -2.37052 -0.42 -0.40 0.20
H 0.79483 -1.30791 -1.99539 0.17 0.40 -0.83
H -0.32908 -0.21555 -2.95040 0.52 -0.12 0.21
H -2.29238 1.41097 0.16180 -0.54 -0.24 -0.02
H -2.53570 0.32241 -1.27562 -0.02 0.09 0.56
H -2.56413 -0.36167 0.42242 0.06 0.33 -0.40
H 1.12738 2.33436 0.15044 -0.46 0.04 -0.04
H -0.61728 2.25159 0.84819 0.83 0.57 -0.68
I -0.86482 -0.42301 2.80892 -1.06 0.94 1.37
```
Forces are in eV/Å.

## Properties
highest occupied orbital energy (alpha / beta): -7.74 / -8.73 eV
HOMO-LUMO gap (alpha / beta): 0.23890 / 0.21741 Ha
2S+1: 8



# 3
Entry from the Open Molecules 2025 dataset: 2 unconnected molecules or ions with the total composition CH5NOS2 (the ωB97M-V functional and the def2-TZVPD basis).

Structure (XYZ):
```
10
Properties=species:S:1:pos:R:3:forces:R:3
S 1.62182 0.05276 -1.68530 0.92 -0.01 -1.35
S 2.31659 0.35711 0.17446 -0.06 1.36 1.09
H 0.29611 0.10748 -1.71366 -0.60 0.16 0.83
H 2.45904 1.76723 0.31500 -0.31 -1.52 -0.52
C -2.92662 -0.71816 0.84859 -1.34 1.44 1.29
N -3.01668 -0.02183 2.11543 -0.79 -1.46 0.50
O -2.16964 -0.38641 -0.00348 1.69 0.87 -0.76
H -3.69599 -1.40599 0.43170 -0.17 -0.33 1.82
H -2.68280 0.93634 2.22858 0.31 -0.77 -0.66
H -3.35740 -0.40996 3.04016 0.34 0.27 -2.24
```
Forces are in eV/Å.

## Properties
highest occupied orbital energy: -9.28 eV
HOMO-LUMO gap: 0.36224 Ha
2S+1: 1



# 4
Entry from the Open Molecules 2025 dataset: 2 unconnected molecules or ions with the total composition C4H12O2 (the ωB97M-V functional and the def2-TZVPD basis).

Structure (XYZ):
```
18
Properties=species:S:1:pos:R:3:forces:R:3
O 3.31008 -0.67798 -4.10306 2.29 -1.68 0.75
C 1.80520 1.00729 -3.47110 0.00 1.17 -0.55
C 2.72946 0.45973 -4.57006 -1.59 1.53 -0.08
H 4.09304 -0.37388 -3.59819 -0.67 -0.74 -0.32
H 2.43051 1.35807 -2.63293 -0.33 -0.09 -0.19
H 1.03178 0.32898 -3.07319 0.52 -0.01 -0.48
H 1.30732 1.87928 -3.92757 -0.08 -0.06 0.53
H 2.15181 0.25140 -5.49112 0.30 -0.07 0.40
H 3.50261 1.21140 -4.82045 -0.46 -0.05 -0.06
O -4.42410 -5.28829 1.67969 -2.98 -0.74 1.24
C -2.16636 -4.75352 2.14149 0.21 0.74 -0.85
C -3.30128 -4.82446 1.07722 2.09 0.24 0.09
H -4.78545 -4.69906 2.37442 0.65 -0.35 -0.76
H -2.34880 -3.86012 2.76209 0.22 -0.32 -0.06
H -1.20240 -4.62884 1.62010 -0.19 0.07 0.37
H -2.09724 -5.63335 2.80311 -0.31 0.23 -0.53
H -3.49155 -3.84918 0.58931 0.44 -0.20 0.16
H -3.03768 -5.55136 0.28502 -0.14 0.34 0.35
```
Forces are in eV/Å.

## Properties
highest occupied orbital energy: -10.11 eV
HOMO-LUMO gap: 0.40741 Ha
2S+1: 1



# 5
Entry from the Open Molecules 2025 dataset: a single C3H4O molecule (the ωB97M-V functional and the def2-TZVPD basis).

Structure (XYZ):
```
8
Properties=species:S:1:pos:R:3:forces:R:3
C 0.79419 -0.53864 0.87529 -1.35 0.74 -1.19
C 0.15254 -0.34109 -0.31888 0.78 -1.34 -0.44
C -0.81043 0.75837 -0.63892 0.58 1.13 2.29
H 1.33631 -1.49104 1.07502 -0.25 1.17 -0.15
H 0.66271 0.26798 1.65383 0.22 -1.25 -0.74
H 0.26218 -1.03770 -1.21766 -0.01 0.57 1.61
H -1.41443 0.67166 -1.53828 -0.07 -0.20 -0.51
O -0.98306 1.71046 0.10960 0.09 -0.83 -0.87
```
Forces are in eV/Å.

## Properties
highest occupied orbital energy: -10.07 eV
HOMO-LUMO gap: 0.36570 Ha
2S+1: 1



# 6
Entry from the Open Molecules 2025 dataset: 2 unconnected molecules or ions with the total composition C5H10O2 (the ωB97M-V functional and the def2-TZVPD basis).

Structure (XYZ):
```
17
Properties=species:S:1:pos:R:3:forces:R:3
C 1.23116 -1.12570 -0.99439 -0.03 -0.03 -0.04
C 1.26672 0.09117 -0.06441 0.15 -0.17 0.13
O 0.93202 1.27083 -0.75776 -0.16 0.01 -0.11
C 0.43185 -0.10105 1.18942 -0.03 0.11 0.09
C -0.37068 0.82874 1.69928 0.19 -0.01 0.06
C -2.28841 -0.04417 -0.42714 0.07 0.27 -0.58
O -1.88693 0.74346 -1.25688 -0.33 -0.54 0.58
H 1.52330 -2.04721 -0.47744 -0.04 0.17 -0.03
H 0.23323 -1.27314 -1.42651 0.11 0.05 0.11
H 1.92706 -0.95440 -1.82017 -0.10 -0.06 0.09
H 2.31157 0.22829 0.24564 -0.13 -0.02 0.06
H 0.04259 1.14154 -1.12997 0.13 0.10 0.03
H -1.66103 -0.84048 -0.00944 0.03 -0.04 -0.18
H 0.50943 -1.07588 1.67637 0.05 0.16 -0.07
H -0.45765 1.80446 1.22657 0.02 -0.16 0.06
H -0.95440 0.65576 2.60116 0.14 -0.03 -0.14
H -3.31806 -0.01457 -0.03800 -0.09 0.18 -0.07
```
Forces are in eV/Å.

## Properties
highest occupied orbital energy: -9.76 eV
HOMO-LUMO gap: 0.37645 Ha
2S+1: 1